# 1
C3H9N3 | ωB97M-V/def2-TZVPD

```
! RIJCOSX wB97M-V def2-TZVPD def2/J DEFGRID3
* xyz 0 1
H -1.53 -0.92 -1.08
N -1.69 -0.08 -0.51
C -0.48 0.24 -0.34
C 0.69 -0.51 -0.78
N 0.30 -1.51 -1.70
N -0.03 1.31 0.47
C -0.45 1.23 1.88
H 1.01 -1.03 0.12
H 1.48 0.14 -1.11
H 0.84 -1.36 -2.49
H 0.74 -2.35 -1.40
H 0.97 1.36 0.36
H -1.59 1.00 1.82
H 0.03 0.36 2.40
H -0.29 2.15 2.36
*
```

Calculated values
HOMO energy in eV: -8.934

Mulliken atomic charge list, values in e, 2 entries: number 1, H, carries 0.369; number 2, N, carries -0.752

# 2
C3H6N2O2 | ωB97M-V/def2-TZVPD

```
! RIJCOSX wB97M-V def2-TZVPD def2/J DEFGRID3
* xyz 0 1
C -0.63 1.61 -0.51
N 1.19 0.16 0.20
C -0.57 -1.30 -0.98
C -0.16 0.50 0.39
O 1.72 -0.71 1.16
N -0.53 -2.41 -0.60
O -0.67 0.21 1.47
H 0.99 -0.75 1.82
H 1.71 0.27 -0.66
H -0.81 -3.23 -0.11
H -1.70 1.75 -0.37
H -0.11 2.53 -0.25
H -0.43 1.37 -1.56
*
```

Calculated values
HOMO energy in eV: -8.885

Mulliken atomic charge list, values in e, 2 entries: number 1, C, carries -1.134; number 2, N, carries -0.157

# 3
C4H10NS3 | ωB97M-V/def2-TZVPD

```
! RIJCOSX wB97M-V def2-TZVPD def2/J DEFGRID3
* xyz 1 1
S -2.27 1.39 0.25
C -1.35 -0.03 0.38
S -2.11 -1.60 -0.03
C 0.03 0.42 -0.65
C 0.97 1.40 0.16
S 2.58 0.54 0.28
C 1.69 -1.01 0.37
N 0.83 -0.87 -0.84
H -2.32 1.75 1.49
H -0.96 -0.17 1.39
H -3.19 -1.22 -0.69
H -0.31 0.72 -1.59
H 1.10 2.35 -0.40
H 0.51 1.87 1.10
H 1.07 -1.42 1.14
H 2.41 -1.73 0.15
H 1.32 -0.84 -1.67
H 0.00 -1.54 -0.82
*
```

Calculated values
HOMO energy in eV: -13.241

Mulliken atomic charge list, values in e, 2 entries: number 1, S, carries -0.120; number 2, C, carries -0.364

# 4
C22H40BaClN5O2PSSb | ωB97M-V/def2-TZVPD

```
! RIJCOSX wB97M-V def2-TZVPD def2/J DEFGRID3
* xyz 0 1
Ba 1.75 -1.57 -0.32
C -2.90 -2.32 -4.52
N -1.51 -2.33 -5.15
C -1.36 -1.17 -6.02
N -1.56 0.08 -5.34
C -2.95 -0.02 -4.75
N -3.19 -1.07 -3.82
C -2.43 -0.89 -2.68
P -0.52 -1.00 -2.94
C -0.52 -2.43 -4.09
C -0.58 0.36 -4.27
H -2.93 -3.15 -3.81
H -3.66 -2.45 -5.28
H -2.05 -1.18 -6.87
H -0.27 -1.26 -6.42
H -3.67 -0.07 -5.58
H -3.09 1.00 -4.41
H -2.79 -1.58 -1.94
H -2.61 0.18 -2.31
H -0.83 -3.21 -3.46
H 0.42 -2.72 -4.61
H 0.45 0.50 -4.56
H -0.81 1.34 -3.95
C 6.23 2.94 2.40
C 5.18 1.91 2.05
C 4.33 1.34 2.95
C 3.44 0.37 2.47
N 3.41 0.09 1.20
C 4.26 0.72 0.27
S 4.18 0.17 -1.37
N 5.17 1.59 0.73
H 5.94 3.94 2.03
H 7.16 2.69 1.93
H 6.59 2.91 3.44
H 4.42 1.54 3.96
H 2.83 -0.20 3.20
Cl -1.86 -5.49 -1.74
C -0.19 -5.55 -0.98
C 0.36 -4.17 -0.66
O -0.35 -3.20 -0.82
O 1.58 -4.34 -0.38
H 0.45 -6.07 -1.77
H -0.14 -6.17 -0.08
C -2.58 -0.77 1.01
C -2.23 0.18 2.14
C -2.94 1.52 1.86
Sb -0.14 0.51 2.27
C 0.15 2.44 1.42
C 1.52 3.07 1.90
C 0.21 2.36 -0.11
C -0.04 1.02 4.48
C 0.09 -0.20 5.40
C -1.34 1.82 4.78
H -3.72 -0.87 0.87
H -2.16 -1.74 1.27
H -2.17 -0.51 0.06
H -2.60 -0.22 3.08
H -2.72 1.77 0.82
H -2.63 2.37 2.47
H -4.04 1.31 1.90
H -0.65 3.09 1.80
H 2.26 2.43 1.51
H 1.79 2.95 3.00
H 1.63 4.15 1.65
H 1.16 2.03 -0.47
H -0.05 3.38 -0.44
H -0.56 1.71 -0.56
H 0.82 1.74 4.62
H -0.72 -0.96 5.35
H 0.23 0.15 6.48
H 0.96 -0.77 5.20
H -2.19 1.12 4.81
H -1.50 2.54 3.96
H -1.21 2.34 5.73
*
```

Calculated values
HOMO energy in eV: -7.753

Mulliken atomic charge list, values in e, 2 entries: number 1, Ba, carries 1.708; number 2, C, carries -0.914

What did we get for energy above the lowest of the compared OMol25 structures with the same formula, charge and spin? Answer: 1.466, 4.544, 0.494, 0.000 eV, in the order shown.
What did we get for max |F|? Answer: 3.3, 3.3, 4.9, 4.7 eV Å⁻¹, in the order shown.
What did we get for LUMO? Answer: 0.0239, 0.0359, -0.1103, 0.0025 Ha, in the order shown.